Density functional theory data (ωB97M-V with the def2-TZVPD basis set) for 2 unconnected molecules or ions with the total composition C2H9OS in a non-equilibrium geometry.

```
13
Properties=species:S:1:pos:R:3:forces:R:3
H 0.6813 1.7726 -0.8014 0.27 -1.04 -0.74
H 1.3654 -0.8761 1.7164 -0.57 0.71 -0.42
H 2.4912 -0.6984 0.4534 1.63 0.94 -1.22
H 1.6866 0.7092 -1.8359 1.63 -0.58 -0.19
H 0.1070 0.9849 -2.2674 -1.39 0.03 -1.23
S 0.1221 -0.5425 -0.4662 1.54 -0.45 0.00
H -0.6331 0.1930 0.3462 -0.54 0.18 0.69
H 1.4837 -2.1595 0.6424 0.32 0.84 -0.60
H -2.2793 1.8853 1.2829 -0.28 0.09 0.13
C 0.7287 0.8447 -1.4421 -0.50 1.70 2.30
H -3.0427 0.5612 1.5590 -0.16 0.09 0.03
O -2.1745 0.9371 1.3941 0.62 -0.17 -0.27
C 1.5351 -1.0429 0.6438 -2.58 -2.35 1.51
```
Forces are in eV/Å.

E_HOMO: -15.98 eV
Energy relative to the best compared isomer or geometry (same formula, charge and spin): 53.8 kJ/mol
Total charge: +1
M: 81.16 g mol⁻¹
Multiplicity: 1
Gap between HOMO and LUMO: 0.4614 Ha
LUMO level: -0.12593 hartree
Electronic energy: -554.72954 Eh

For reference, the natural (NBO) charges in units of e are: number 1, H, carries 0.26; number 2, H, carries 0.28; number 3, H, carries 0.26; number 4, H, carries 0.27; number 5, H, carries 0.26; number 6, S, carries 0.63; number 7, H, carries 0.22; number 8, H, carries 0.27; number 9, H, carries 0.49; number 10, C, carries -0.74; number 11, H, carries 0.50; number 12, O, carries -0.97; number 13, C, carries -0.74

Density functional theory data (ωB97M-V with the def2-TZVPD basis set) for 2 unconnected molecules or ions with the total composition CH6NO in a non-equilibrium geometry.

```
9
Properties=species:S:1:pos:R:3:forces:R:3
H 0.3663 1.2481 -0.2986 -4.42 -0.75 0.05
H -0.4038 2.3909 0.3899 -1.20 0.54 0.54
O 0.1938 -1.2694 -1.1078 -0.19 0.39 -1.96
C 0.8036 -1.9128 -0.3188 -0.53 1.11 3.17
H -0.7304 0.9281 1.0008 0.17 -0.89 1.48
H 1.6765 -2.5338 -0.3847 0.51 -0.71 -1.11
H -1.6964 1.4202 -0.1849 1.36 -0.15 -1.18
H 0.5024 -1.7147 0.7447 0.26 -0.70 0.04
N -0.7119 1.4434 0.1594 4.03 1.16 -1.03
```
Forces are in eV/Å.

E_HOMO: -14.16 eV
Energy relative to the best compared isomer or geometry (same formula, charge and spin): 183.1 kJ/mol
Total charge: +1
M: 48.07 g mol⁻¹
Multiplicity: 1
Gap between HOMO and LUMO: 0.3402 Ha
LUMO level: -0.18038 hartree
Electronic energy: -171.35726 Eh

For reference, the natural (NBO) charges in units of e are: number 1, H, carries 0.52; number 2, H, carries 0.45; number 3, O, carries -0.53; number 4, C, carries 0.31; number 5, H, carries 0.44; number 6, H, carries 0.15; number 7, H, carries 0.49; number 8, H, carries 0.07; number 9, N, carries -0.91

What did the second record say?
Density functional theory data (ωB97M-V with the def2-TZVPD basis set) for 2 unconnected molecules or ions with the total composition CH6NO in a non-equilibrium geometry.

```
9
Properties=species:S:1:pos:R:3:forces:R:3
H 0.3663 1.2481 -0.2986 -4.42 -0.75 0.05
H -0.4038 2.3909 0.3899 -1.20 0.54 0.54
O 0.1938 -1.2694 -1.1078 -0.19 0.39 -1.96
C 0.8036 -1.9128 -0.3188 -0.53 1.11 3.17
H -0.7304 0.9281 1.0008 0.17 -0.89 1.48
H 1.6765 -2.5338 -0.3847 0.51 -0.71 -1.11
H -1.6964 1.4202 -0.1849 1.36 -0.15 -1.18
H 0.5024 -1.7147 0.7447 0.26 -0.70 0.04
N -0.7119 1.4434 0.1594 4.03 1.16 -1.03
```
Forces are in eV/Å.

E_HOMO: -14.16 eV
Energy relative to the best compared isomer or geometry (same formula, charge and spin): 183.1 kJ/mol
Total charge: +1
M: 48.07 g mol⁻¹
Multiplicity: 1
Gap between HOMO and LUMO: 0.3402 Ha
LUMO level: -0.18038 hartree
Electronic energy: -171.35726 Eh

For reference, the natural (NBO) charges in units of e are: number 1, H, carries 0.52; number 2, H, carries 0.45; number 3, O, carries -0.53; number 4, C, carries 0.31; number 5, H, carries 0.44; number 6, H, carries 0.15; number 7, H, carries 0.49; number 8, H, carries 0.07; number 9, N, carries -0.91